Entry 1:
28
Properties=species:S:1:pos:R:3:forces:R:3:nbo_charge:R:1 method="wB97M-V/def2-TZVPD" energy_ha=-612.30167 max_force_ev_per_a=1.45 e_homo_ev=-8.3202 e_lumo_ev=0.836 homo_lumo_gap_ha=0.3365 relative_energy_kcal_mol=30.8 smiles=Cc1ccc(O)cc1.Cc1c[nH]cn1
C 1.509894 -3.859458 0.400471 -1.3656 0.4744 0.0659 -0.64
C 0.797291 -3.305502 -2.042672 -0.4993 -0.1911 -0.1165 -0.13
C 0.629952 -3.285214 -0.683658 0.6723 -0.6912 -0.1360 0.10
C -1.071985 -2.275026 -1.501135 0.0763 0.1525 -0.2307 0.16
N -0.313173 -2.669575 -2.544271 0.0380 0.2139 -0.4717 -0.51
N -0.545051 -2.663436 -0.370386 -0.1332 0.6076 0.4256 -0.48
H 1.455504 -3.815008 -2.721213 0.3632 0.0709 0.1762 0.21
H -0.505948 -2.484974 -3.515664 0.0499 -0.0261 0.1350 0.41
H 2.392591 -3.247164 0.570302 0.2116 -0.3300 -0.0760 0.22
H 1.682574 -4.921128 0.273438 0.5527 -0.0580 -0.2632 0.22
H -1.920938 -1.626207 -1.652176 -0.1749 -0.2337 0.2123 0.20
H 0.873734 -3.794821 1.281528 0.2197 0.0858 0.3159 0.23
C -1.780332 1.406912 3.036191 -0.1685 0.3304 -0.5462 -0.62
C 0.352370 1.384935 -0.126063 0.2542 0.7008 1.1574 -0.27
C 0.594429 2.749360 -0.248510 0.7343 0.1176 -1.2246 0.29
C -0.315245 0.985468 1.022081 -0.7965 -0.7883 -0.2804 -0.18
C -0.947548 1.878946 1.882711 0.8474 0.4631 0.3170 -0.05
C 0.083818 3.688574 0.621808 -0.5721 -0.5526 0.8906 -0.29
C -0.696224 3.230462 1.691727 0.2706 0.6104 -0.4857 -0.18
O 1.471172 3.119943 -1.261757 -0.4651 0.2772 -0.2491 -0.69
H 0.806780 0.684936 -0.808151 0.0254 -0.0532 -0.0703 0.23
H -0.422316 -0.077658 1.232407 -0.0385 0.0646 -0.1890 0.22
H 0.301620 4.746947 0.552340 0.1367 -0.0717 -0.2176 0.21
H 1.203351 3.977121 -1.629407 0.1658 -0.3122 0.2816 0.48
H -1.611408 1.963016 3.956365 0.4708 -0.3613 0.1685 0.22
H -1.707299 0.330671 3.103144 0.0931 -0.1938 0.5646 0.22
H -1.034703 3.988705 2.392807 -0.2568 -0.2396 0.0317 0.20
H -2.805934 1.636810 2.807006 -0.7114 -0.0664 -0.1854 0.21

***

Entry 2:
46
Properties=species:S:1:pos:R:3:forces:R:3:nbo_charge:R:1 method="wB97M-V/def2-TZVPD" energy_ha=-2240.71552 max_force_ev_per_a=5.66 e_homo_ev=0.7937 charge=-2 e_lumo_ev=4.446 homo_lumo_gap_ha=0.1342
C 0.100963 -1.835642 -2.272602 0.2848 1.7079 -0.3417 0.03
C 0.973368 -0.695901 -2.410417 -1.2959 -0.7046 -0.4766 -0.34
C 0.142468 0.487881 -2.339440 -0.8945 -0.6974 -0.2075 -0.33
C 2.386330 -0.758036 -2.855217 0.8043 0.0431 -0.2621 -0.62
C -1.218974 0.042974 -2.164183 1.6086 -0.5349 -0.4465 0.08
C -1.222223 -1.367226 -2.148109 0.1645 0.3331 -0.1122 -0.06
C -2.437654 -2.225547 -2.125178 -0.3249 -0.2117 0.2178 -0.66
C 0.520957 -3.236754 -2.459404 0.0385 -0.6427 0.2685 -0.65
C 0.557862 1.871806 -2.690886 0.2633 0.7154 -0.1044 -0.62
C -2.411536 0.916967 -2.164422 -0.4694 0.2644 0.3549 -0.66
Hf 1.190471 0.150091 -0.268925 -4.9529 -2.5254 1.0700 1.95
Cl 2.989476 1.398583 -0.237717 3.6045 2.5672 0.3491 -0.43
Cl 1.829167 -1.901216 0.657474 0.5032 -0.6093 0.2739 -0.46
O -0.165511 1.028402 0.722543 -0.1602 0.7419 -0.2330 -1.07
H 2.775322 -1.776743 -2.760197 -0.0632 0.1518 -0.1108 0.23
H 3.061232 -0.121194 -2.268719 0.0209 -0.1219 -0.2636 0.22
H 2.482319 -0.427842 -3.898238 0.1126 -0.1078 -0.0138 0.20
H 1.446520 2.209784 -2.139138 -0.1161 0.0347 -0.3492 0.22
H -0.225402 2.594649 -2.431270 0.0811 -0.1636 -0.1977 0.22
H 0.790543 1.950991 -3.764511 -0.0605 0.1681 0.1271 0.20
H -2.215746 1.860734 -1.642619 -0.0713 -0.0997 -0.0113 0.21
H -3.256559 0.420718 -1.668424 0.2047 0.2014 -0.0964 0.23
H -2.727164 1.171817 -3.186901 0.0551 -0.0544 0.1073 0.20
H -3.274817 -1.679102 -1.673605 0.1582 -0.3292 -0.0085 0.22
H -2.273613 -3.118846 -1.509146 -0.1896 0.2444 0.1839 0.29
H -2.744192 -2.533559 -3.140337 0.1465 0.1232 0.0904 0.17
H 1.528191 -3.406017 -2.070566 -0.0799 -0.0595 0.0667 0.21
H 0.533916 -3.506320 -3.525587 -0.0334 0.0603 0.0796 0.19
H -0.165185 -3.920062 -1.947579 0.1438 0.0793 -0.0160 0.25
H -0.983118 1.434637 1.039000 0.5271 -0.5254 0.0955 0.53
O -2.366354 -3.161641 0.974344 1.0593 0.0133 -0.1864 -1.37
H -1.414345 -2.984143 1.176458 -1.1214 -0.1550 -0.1234 0.39
Cl -2.415293 1.222588 4.273150 -1.1934 -0.2000 0.0418 -0.06
C -0.762605 1.633490 4.275761 1.5772 1.2277 0.2244 -0.16
C -0.373341 2.890591 4.706232 0.0942 -0.6833 -0.3568 -0.21
C 0.979743 3.260632 4.664093 -0.0134 0.6673 0.3798 -0.43
C 1.941375 2.340510 4.218055 -0.0419 -0.6903 -0.2880 -0.21
C 1.578910 1.068511 3.814510 0.2584 0.8326 0.2694 -0.30
C 0.195694 0.650565 3.823889 -0.4913 -1.3509 -0.4133 -0.09
C -0.180221 -0.601321 3.390674 0.1256 0.3830 0.3542 -0.65
H -1.133321 3.579531 5.070003 0.0999 -0.0203 -0.0720 0.19
H 1.280464 4.250212 4.998770 -0.0336 -0.0656 -0.0339 0.17
H 2.990566 2.646487 4.170717 -0.2042 -0.0905 0.0244 0.18
H 2.317045 0.352084 3.438192 -0.1801 0.2512 0.1557 0.19
H 0.591291 -1.313797 3.127281 -0.1161 0.0026 -0.1203 0.18
H -1.217020 -0.864340 3.222190 0.1709 -0.1705 0.1111 0.22

***

Entry 3:
7
Properties=species:S:1:pos:R:3:forces:R:3:nbo_charge:R:1 method="wB97M-V/def2-TZVPD" energy_ha=-613.05031 max_force_ev_per_a=1.00 e_homo_ev="-7.9823 / -9.3114" e_lumo_ev="-1.141 / 0.704" homo_lumo_gap_ha="0.2514 / 0.3681" relative_energy_kcal_mol=81.6
C -0.934318 0.534466 -1.030330 -0.3292 -0.1323 0.0433 0.08
O -0.021594 -0.829708 1.202330 -0.7818 -0.1726 -0.1757 -0.76
F 0.317438 0.847232 -1.324128 0.6289 0.1821 -0.1090 -0.34
S 1.227048 -0.309612 1.821482 0.9674 -0.2473 -0.1026 0.71
H -1.307997 -0.359783 -1.487382 -0.1146 -0.1385 -0.0198 0.14
H -1.481823 1.269426 -0.475400 -0.1284 0.0867 0.1039 0.14
H 2.201247 -1.152020 1.293427 -0.2423 0.4219 0.2598 0.03

***

Entry 4:
17
Properties=species:S:1:pos:R:3:forces:R:3:nbo_charge:R:1 method="wB97M-V/def2-TZVPD" energy_ha=-472.25230 max_force_ev_per_a=1.38 e_homo_ev=-8.9621 e_lumo_ev=0.581 homo_lumo_gap_ha=0.3507 relative_energy_kcal_mol=56.2
C -0.499885 1.991582 -1.789433 0.8016 0.1721 0.2545 -0.04
C 0.743853 1.622462 -1.379553 -0.3424 0.5778 -0.2571 -0.10
C 1.276149 -3.526295 2.501723 0.0165 0.7204 -0.0269 0.84
C -0.981566 0.533224 0.594573 0.5812 -0.0556 -0.4022 -0.59
C -1.761111 0.428596 -0.669406 -0.4240 0.0173 0.2303 0.16
C 0.217157 -0.246905 0.124940 0.1860 -0.2792 0.8917 0.06
N -1.581371 1.205148 -1.659544 -0.7190 -0.4353 -0.4823 -0.41
N 0.992071 0.447034 -0.694600 0.0843 -0.1928 0.0620 -0.54
N 1.164751 -2.398769 2.144381 -0.0115 0.5904 -0.0366 -0.80
O 1.470680 -4.555458 2.997219 0.0984 -1.3329 0.3420 -0.54
H -0.630040 2.866620 -2.409294 0.1574 0.0949 -0.0142 0.21
H 1.614493 2.148094 -1.739526 0.0710 0.0657 0.0263 0.21
H -0.735136 1.581533 0.792775 -0.0196 0.0666 0.0069 0.23
H -1.468521 0.065867 1.444456 0.0148 -0.0544 -0.0590 0.24
H -2.502797 -0.353432 -0.758525 -0.1893 -0.0384 -0.0278 0.20
H 1.897622 0.030554 -0.885480 -0.1966 -0.0351 -0.1019 0.41
H 0.783650 -1.839854 1.385296 -0.1087 0.1186 -0.4058 0.44

***

Entry 5:
32
Properties=species:S:1:pos:R:3:forces:R:3:nbo_charge:R:1 method="wB97M-V/def2-TZVPD" energy_ha=-2950.97548 max_force_ev_per_a=7.31 e_homo_ev="-22.2970 / -21.9208" charge=+4 e_lumo_ev="-18.791 / -16.362" homo_lumo_gap_ha="0.1288 / 0.2043" relative_energy_kcal_mol=38.7
In -2.678450 3.001483 -2.697297 0.4436 1.2055 -0.9123 1.25
Sc -0.065175 0.686487 -2.108588 2.6166 0.0257 -3.0188 1.12
Cl 0.592628 3.012970 -2.373739 -1.4698 -0.8405 -0.0515 -0.25
Cl 0.182974 -0.735696 -3.932408 -0.5409 1.1613 1.4063 -0.25
C -2.148084 0.354438 -1.418062 -6.4482 -2.6662 2.1914 0.41
C -1.899241 5.278725 -2.748175 2.4652 3.5683 -0.3199 0.47
C -3.503151 3.209391 -5.039659 -1.5675 0.8902 -3.5685 0.48
O -3.166092 -0.046100 -1.013671 4.8845 1.9952 -1.8711 -0.27
O -1.253896 6.218911 -2.824023 -2.5672 -3.4295 0.3270 -0.21
O -3.920704 3.425683 -6.080117 1.5721 -0.8919 3.8402 -0.20
C 0.941559 -1.099413 3.062595 0.4631 -0.1148 2.4124 -0.14
N -0.267601 -1.538757 2.367772 0.7423 1.3545 -2.4388 -0.24
C 0.068968 -2.622222 1.409581 0.2209 -0.4425 0.2719 -0.12
N 1.181284 -2.273455 0.472031 -0.8311 0.8910 0.3500 -0.34
C 2.347077 -1.785511 1.218339 1.2631 -0.7178 0.1298 -0.13
N 2.013339 -0.657655 2.130482 -2.7178 -0.5378 -1.9929 -0.04
C 1.651995 0.565623 1.405386 0.9899 0.2780 0.5895 -0.54
P 0.173772 0.247498 0.340900 0.0063 -0.1550 0.8025 0.72
C -0.924431 -0.402356 1.658790 -0.2342 -0.6943 1.0425 -0.53
C 0.753064 -1.306757 -0.561657 0.3112 -0.4999 1.1543 -0.56
H 1.330802 -1.954392 3.635390 -0.0848 0.3620 -0.0868 0.28
H 0.706944 -0.268611 3.742614 0.0574 -0.3303 -0.1072 0.26
H -0.833217 -2.891073 0.835870 0.3907 0.0103 0.2324 0.25
H 0.391414 -3.478692 2.018658 -0.0715 0.0957 -0.3424 0.28
H 3.118130 -1.458473 0.510964 -0.0480 -0.1238 0.2200 0.25
H 2.741339 -2.608302 1.837283 -0.1203 0.3038 -0.2587 0.29
H 1.381671 1.355344 2.122788 0.1444 -0.1251 -0.2025 0.30
H 2.487487 0.906701 0.775782 -0.0783 -0.0807 0.2550 0.30
H -1.905108 -0.695335 1.249119 0.3434 -0.0824 0.3089 0.28
H -1.072873 0.413220 2.386333 -0.1229 -0.1873 -0.2910 0.29
H 1.619998 -1.102061 -1.212474 -0.0876 -0.0706 -0.0679 0.29
H -0.046422 -1.751613 -1.170808 0.0755 -0.1512 -0.0037 0.29

***

Entry 6:
12
Properties=species:S:1:pos:R:3:forces:R:3:nbo_charge:R:1 method="wB97M-V/def2-TZVPD" energy_ha=-625.53224 max_force_ev_per_a=3.32 e_homo_ev=-8.5245 e_lumo_ev=0.252 homo_lumo_gap_ha=0.3225 relative_energy_kcal_mol=56.3 smiles="C=CN(N)C=S"
C -0.084687 -0.797802 -0.680726 0.0028 -2.0216 -0.1249 -0.04
C -0.233419 -2.046618 -0.148714 -0.0361 2.8798 1.6574 -0.43
C -0.082356 0.835128 1.245455 -0.2150 -0.9423 0.5635 -0.08
H 1.377655 1.783937 -0.755745 -0.8742 -0.0755 -0.3275 0.36
H -0.255444 2.232721 -0.909643 0.8360 -1.1837 0.1568 0.36
H -0.078600 -0.681964 -1.791986 -0.0663 0.1210 1.2569 0.22
H -0.249758 -2.179896 0.964741 0.0973 -0.0392 -1.4336 0.23
H -0.510827 -2.831459 -0.794876 0.0117 -0.8066 -0.6308 0.21
H 0.029260 1.924355 1.299691 -0.0337 -0.2903 0.3048 0.19
N 0.422233 1.432298 -0.941934 0.8063 2.2555 -0.8416 -0.65
N 0.148329 0.437529 -0.024272 -0.7221 -0.5222 -0.0904 -0.27
S -0.482385 -0.108229 2.538008 0.1933 0.6251 -0.4906 -0.11

***

Entry 7:
71
Properties=species:S:1:pos:R:3:forces:R:3:lowdin_charge:R:1 method="wB97M-V/def2-TZVPD" energy_ha=-1756.12194 max_force_ev_per_a=0.86 e_homo_ev="0.8183 / 0.8059" charge=-2 e_lumo_ev="4.713 / 4.713" homo_lumo_gap_ha="0.1431 / 0.1436" relative_energy_kcal_mol=60.1
Pd -0.376496 0.041542 -1.434397 0.2291 0.0523 -0.1283 0.44
C 3.577040 0.894487 -0.504003 -0.1130 -0.0926 0.0795 0.00
C 2.615839 1.165873 -1.635202 -0.0637 -0.0669 0.2103 -0.54
O 1.925502 0.302685 -2.142463 0.7720 -0.1049 -0.3758 -0.04
N 2.606222 2.469021 -2.094860 -0.2805 0.1972 -0.1363 0.06
C 1.555117 2.824032 -3.060569 0.1472 -0.1613 0.2119 -0.15
C 0.263417 3.236382 -2.414970 -0.3277 -0.3220 0.1263 -0.28
C 0.025982 4.574967 -2.121569 -0.1304 0.2046 0.0293 -0.07
C -1.207863 4.961813 -1.622452 -0.1311 -0.3955 -0.0368 -0.11
C -2.166416 3.960580 -1.418628 0.3152 0.5242 0.1127 -0.09
C -1.836664 2.645709 -1.672339 0.0111 -0.1767 -0.0623 -0.13
N -0.642021 2.260986 -2.163543 0.2087 0.2600 -0.0617 0.07
H 3.376663 -0.099679 -0.108771 -0.0275 0.0371 -0.0001 0.09
H 3.457126 1.622485 0.298790 0.0387 -0.0104 -0.0364 0.05
H 4.604236 0.942755 -0.869314 0.0352 0.0095 -0.0272 0.07
H 2.758261 3.162742 -1.373997 0.0623 -0.0326 0.0046 0.12
H 1.377281 1.927887 -3.653255 -0.0388 0.0332 -0.0585 0.12
H 1.937368 3.623367 -3.700804 -0.0187 0.0176 0.0206 0.10
H 0.799216 5.311680 -2.319547 -0.0162 -0.0127 -0.0230 0.09
H -1.427144 6.003680 -1.421441 0.0003 -0.0099 0.0371 0.08
H -3.149654 4.208904 -1.039666 -0.0140 -0.0601 -0.0067 0.09
H -2.544681 1.840418 -1.510244 0.0478 -0.0368 -0.0484 0.08
O -4.151128 -1.843690 -2.659425 -0.0201 -0.1955 -0.0305 -0.07
C -3.039970 -1.407413 -2.288415 -0.0701 0.6424 0.0184 -0.66
O -2.707130 -0.215442 -2.095660 -0.4037 -0.5091 -0.1066 -0.09
C -1.962646 -2.481788 -2.055725 0.5324 0.3401 -0.0818 -0.18
C -2.396213 -3.812196 -1.928283 0.1242 -0.6746 0.0855 -0.02
C -1.492003 -4.828145 -1.776406 -0.2213 0.2663 -0.0645 -0.04
C -0.114852 -4.514810 -1.785239 0.0669 0.2904 -0.0110 -0.19
C 0.897617 -5.489944 -1.660921 0.2325 -0.0523 0.0189 -0.07
C 2.224137 -5.138832 -1.690917 -0.2263 -0.2838 0.0233 -0.12
C 2.586291 -3.790903 -1.833439 -0.1233 0.3190 -0.0258 -0.10
C 1.621735 -2.817308 -1.942191 0.2261 -0.0042 0.0469 -0.01
C 0.251277 -3.145965 -1.922079 -0.2013 -0.4208 -0.0223 -0.22
N -0.673656 -2.141634 -2.038076 -0.5761 0.0649 0.1199 0.10
H -3.461251 -3.989539 -1.973264 -0.0076 0.0504 0.0029 0.10
H -1.808405 -5.860975 -1.672595 -0.0050 -0.0092 0.0239 0.10
H 0.606523 -6.527303 -1.526100 -0.0089 -0.0015 -0.0343 0.10
H 2.990632 -5.901156 -1.600227 -0.0126 0.0025 0.0243 0.08
H 3.635257 -3.516239 -1.843896 -0.0168 0.0300 -0.0042 0.09
H 1.874728 -1.769723 -2.022880 -0.0073 0.0678 -0.0253 0.08
C 1.276105 2.865437 1.376224 -0.1275 -0.0476 0.0777 -0.08
C 0.256672 2.859785 2.520796 -0.0526 -0.0791 -0.0751 -0.38
C -1.089613 3.427369 2.063295 0.0991 -0.0068 -0.0237 -0.07
C 0.049252 1.489497 3.139468 0.0063 0.0164 -0.0931 -0.15
C 0.189680 1.368347 4.511530 -0.0029 -0.0567 0.0185 -0.11
C -0.066430 0.179510 5.181854 0.0315 0.0181 0.2347 -0.17
C -0.483312 -0.913129 4.429501 0.0412 0.0139 -0.0127 -0.10
C -0.639951 -0.856053 3.056879 -0.0408 -0.0641 0.0154 -0.15
C -1.076332 -2.105104 2.321299 -0.0105 0.0952 -0.1094 -0.38
C -2.374033 -1.894238 1.533447 0.0901 -0.0210 -0.0366 -0.06
C 0.042626 -2.610993 1.408320 -0.0379 0.0240 0.0357 -0.06
C -0.380679 0.365552 2.328986 0.0472 0.1541 -0.2676 -0.33
O -0.533282 0.455639 1.059362 0.1316 0.1762 0.8226 -0.13
H 1.394521 3.874823 0.963217 0.0192 0.0063 0.0138 0.07
H 0.929870 2.192483 0.590584 -0.0147 -0.0547 -0.0768 0.06
H 2.245051 2.510023 1.739624 -0.0334 0.0653 0.0212 0.06
H 0.644769 3.517591 3.310379 -0.0011 -0.0434 0.0400 0.11
H -1.501011 2.773206 1.297455 -0.0838 -0.0376 -0.0707 0.07
H -0.977304 4.432158 1.645494 -0.0166 0.0564 -0.0457 0.06
H -1.786574 3.467086 2.904811 0.0057 0.0150 -0.0316 0.07
H 0.498945 2.240586 5.086037 0.0160 0.0301 -0.0463 0.09
H 0.046984 0.107343 6.258713 0.0028 0.0032 -0.0152 0.06
H -0.689744 -1.851734 4.941069 -0.0236 -0.0326 -0.0601 0.09
H -1.263536 -2.878752 3.078519 0.0009 0.0406 0.0550 0.11
H -2.209220 -1.163075 0.741691 -0.0260 0.0161 -0.0238 0.06
H -3.167088 -1.520836 2.187215 -0.0047 -0.0182 0.0062 0.07
H -2.708335 -2.831799 1.078998 -0.0103 -0.0229 -0.0055 0.07
H 0.237464 -1.865830 0.636602 0.0261 0.0311 -0.0796 0.05
H -0.236717 -3.552280 0.928304 -0.0148 -0.0359 -0.0547 0.07
H 0.961918 -2.771949 1.979338 -0.0038 -0.0175 -0.0013 0.08